# 1
{"formula": "C6H12N3OS", "method": "ωB97M-V/def2-TZVPD", "elements": ["C", "C", "C", "C", "C", "C", "N", "N", "N", "O", "S", "H", "H", "H", "H", "H", "H", "H", "H", "H", "H", "H", "H"], "positions_angstrom": [[0.000885, -1.297198, 2.012085], [1.732325, -1.036818, -0.505161], [0.310175, -1.400989, -0.283299], [0.570171, 1.225871, -0.424631], [-0.401194, -0.056308, 0.027482], [-0.154908, 2.509642, -0.857875], [0.161859, -2.105070, 0.923176], [-0.523416, -0.172425, 1.409577], [-1.789478, 0.015728, -0.558542], [0.051529, -1.558609, 3.159714], [1.687475, 0.418648, -1.640901], [2.272026, -0.612939, 0.394732], [2.374618, -1.660769, -1.079799], [-0.032184, -2.028002, -1.144453], [1.209049, 1.411358, 0.496657], [0.703219, 3.173458, -1.155216], [-0.667596, 2.972852, -0.062125], [-0.810020, 2.374585, -1.700743], [0.680904, -2.997079, 0.904124], [-0.910652, 0.609497, 2.033715], [-2.552887, -0.513861, 0.025689], [-1.857810, -0.282238, -1.502632], [-2.054089, 1.010665, -0.471573]], "forces_ev_per_a": [[-1.3, -1.0, -1.4], [1.1, 1.5, 0.7], [0.4, -0.1, -1.0], [-2.7, -1.3, 2.6], [1.5, 1.1, 0.3], [2.7, -0.7, -0.7], [0.8, -3.5, -0.1], [-1.6, 3.8, 2.8], [-2.1, 0.4, 2.3], [0.5, 0.1, 1.6], [1.5, 1.3, -3.1], [-0.6, -0.9, -0.6], [0.2, -1.0, 0.1], [-0.2, 0.8, 0.5], [-0.8, -0.1, -0.9], [-1.1, -0.2, 0.0], [-0.6, 0.6, 1.1], [-0.2, 0.0, -0.6], [-0.5, 0.8, 0.9], [1.2, -1.6, -1.3], [2.0, 0.8, -1.1], [0.0, -0.2, -1.4], [-0.2, -0.4, -0.5]], "nbo_charge": [0.78, -0.67, -0.11, -0.50, 0.27, -0.67, -0.64, -0.69, -0.71, -0.54, 0.56, 0.25, 0.26, 0.23, 0.26, 0.27, 0.23, 0.21, 0.43, 0.43, 0.47, 0.44, 0.45], "lumo_energy_ev": [-3.65, -6.50], "multiplicity": 3, "total_charge": 1}

---

# 2
{"formula": "C6H12N3P", "method": "ωB97M-V/def2-TZVPD", "elements": ["C", "C", "C", "C", "C", "C", "N", "N", "N", "P", "H", "H", "H", "H", "H", "H", "H", "H", "H", "H", "H", "H"], "positions_angstrom": [[0.435352, -0.710074, -0.206103], [-1.851226, 0.542601, 0.646438], [-0.117203, 2.084714, -0.577995], [0.274843, 1.156062, 1.899028], [1.903937, -3.876382, -1.881671], [-0.489417, 1.245888, 0.550957], [1.203115, -1.443942, 0.553748], [1.628762, -2.525537, 0.059489], [1.289383, -2.697469, -1.246854], [0.366435, -1.264250, -1.815342], [-1.979026, -0.268721, 1.310700], [-2.813185, 1.171247, 0.837569], [-2.065232, 0.280343, -0.419225], [-0.076613, 1.611959, -1.583882], [0.890217, 2.369761, -0.332884], [-0.928528, 2.872047, -0.647834], [1.311450, 1.098745, 1.796451], [0.064640, 0.376160, 2.551983], [0.077383, 2.005192, 2.438597], [1.387477, -3.914147, -2.847272], [2.925771, -3.801654, -1.692543], [1.555416, -4.685145, -1.370359]], "forces_ev_per_a": [[-1.1, 3.2, -0.7], [-2.2, 2.8, -2.7], [-1.0, 1.0, -0.7], [-0.6, 0.9, -2.7], [-2.5, 2.6, -0.7], [0.7, -7.2, 1.8], [-0.2, 0.1, 2.0], [0.8, -1.8, -1.6], [-0.5, 2.5, 1.5], [0.5, -1.8, 0.1], [0.6, -1.0, 0.5], [1.8, -0.1, 0.1], [0.0, -0.5, 0.9], [-0.3, 0.0, 0.9], [0.3, 1.1, -0.4], [1.3, -0.1, 0.0], [1.8, 0.1, -0.7], [-1.1, -1.8, 0.5], [-0.5, 2.5, 1.5], [1.3, -0.1, -0.3], [1.9, 0.0, -0.9], [-0.9, -2.4, 1.5]], "nbo_charge": [-0.31, -0.67, -0.69, -0.66, -0.40, 0.26, -0.33, -0.04, -0.43, 0.61, 0.23, 0.21, 0.22, 0.24, 0.24, 0.22, 0.23, 0.23, 0.21, 0.22, 0.22, 0.21], "lumo_energy_ev": 0.58, "multiplicity": 1}

---

# 3
{"formula": "C6H12N4", "method": "ωB97M-V/def2-TZVPD", "elements": ["C", "C", "C", "C", "C", "N", "N", "N", "C", "N", "H", "H", "H", "H", "H", "H", "H", "H", "H", "H", "H", "H"], "positions_angstrom": [[2.545476, -0.073427, -0.171770], [0.238540, 0.806669, -0.933055], [-1.369306, -0.145411, 0.511299], [1.063441, 0.100907, 0.006581], [0.296823, -0.560488, 0.941295], [0.160348, 0.358229, -2.233136], [-0.084577, 2.124847, -0.741730], [-2.033012, -1.139939, -0.186822], [0.443381, -1.196755, 2.116583], [-1.973123, 0.768606, 1.180441], [-0.337378, 2.309261, 0.226710], [0.340419, -0.632334, -2.324608], [-0.696689, 0.637032, -2.697582], [-0.831910, 2.455442, -1.340315], [-1.516065, -1.999884, -0.310932], [-2.998467, -1.302398, 0.076394], [-2.980036, 0.599672, 1.250779], [2.778572, -0.665426, -1.062004], [3.037880, 0.895218, -0.305129], [3.006284, -0.546005, 0.697274], [1.211973, -0.898262, 2.820105], [-0.302575, -1.895553, 2.479621]], "forces_ev_per_a": [[0.0, 0.6, -0.4], [2.6, 1.7, -2.1], [0.4, -1.9, 2.7], [0.3, -0.7, 0.9], [-2.7, 2.1, -1.4], [-1.2, 0.2, 1.4], [-1.2, -1.6, 0.1], [0.1, -0.4, -0.2], [-0.1, -0.6, 0.6], [0.7, -0.2, -0.3], [0.4, 0.0, 0.1], [0.1, 0.1, 0.1], [0.3, 0.1, -0.4], [0.1, 0.3, -0.2], [0.0, 0.1, 0.1], [0.0, 0.1, -0.1], [0.0, 0.2, -0.4], [0.2, -0.1, 0.0], [0.1, -0.1, 0.0], [-0.3, 0.0, -0.1], [0.3, -0.3, -0.3], [-0.1, 0.4, 0.1]], "nbo_charge": [-0.60, 0.66, 0.37, -0.44, 0.09, -0.75, -0.73, -0.86, -0.71, -0.75, 0.44, 0.41, 0.39, 0.37, 0.39, 0.37, 0.32, 0.19, 0.20, 0.24, 0.22, 0.20], "lumo_energy_ev": -0.18, "multiplicity": 1, "smiles": "[H]/N=C(\\N)C(=C)C(C)=C(N)N"}

---

# 4
{"formula": "C6H12N4", "method": "ωB97M-V/def2-TZVPD", "elements": ["C", "C", "C", "C", "C", "C", "N", "N", "N", "N", "H", "H", "H", "H", "H", "H", "H", "H", "H", "H", "H", "H"], "positions_angstrom": [[1.079675, 2.396112, -1.264200], [1.473578, 1.436727, -0.315625], [-0.012627, 0.626634, -1.764020], [-1.889442, -1.599131, 0.128587], [-1.896927, 0.097916, 1.723962], [1.923683, -0.972344, 0.864036], [0.258046, 1.914191, -2.149552], [0.781318, 0.323504, -0.676685], [-1.334842, -0.415724, 0.694291], [1.041445, -0.911418, -0.380048], [1.555352, 3.382496, -1.315388], [2.171098, 1.513623, 0.430181], [-1.073009, 0.473881, -1.370803], [-2.530409, -2.095792, 0.995898], [-2.509174, -1.383678, -0.821481], [-1.151849, -2.304624, -0.224547], [-1.431097, 0.891721, 2.306980], [-2.797647, -0.237415, 2.210582], [0.063030, -0.160296, -2.668458], [1.411690, -0.422427, 1.740981], [1.925347, -2.015958, 1.170794], [2.942760, -0.537996, 0.684515]], "forces_ev_per_a": [[0.3, 0.3, -0.8], [-2.4, -0.4, -1.0], [-3.4, -2.8, -3.0], [-3.0, -1.0, 0.6], [1.2, -0.5, -0.7], [-1.8, 0.7, -0.5], [0.1, 2.8, -0.6], [5.0, -2.0, 1.7], [-0.6, 1.4, 1.8], [0.7, 0.6, 2.0], [-0.6, -0.2, -0.2], [1.3, -0.1, 1.6], [1.0, 0.5, -0.6], [0.8, 0.5, -2.2], [0.6, -0.1, 1.6], [0.5, 0.0, 0.3], [0.2, 0.3, -0.7], [-0.6, -0.8, -0.1], [0.2, 1.6, 2.2], [0.8, -0.4, -1.3], [0.5, 0.0, -0.2], [-0.7, -0.5, 0.1]], "nbo_charge": [0.05, -0.22, -0.10, -0.45, -0.04, -0.48, -0.46, -0.02, -0.43, -0.27, 0.20, 0.22, 0.26, 0.17, 0.21, 0.23, 0.17, 0.14, 0.24, 0.19, 0.21, 0.19], "lumo_energy_ev": [0.40, 0.40], "multiplicity": 1}

---

# 5
{"formula": "C6H12N4", "method": "ωB97M-V/def2-TZVPD", "elements": ["C", "C", "C", "C", "C", "C", "N", "N", "N", "N", "H", "H", "H", "H", "H", "H", "H", "H", "H", "H", "H", "H"], "positions_angstrom": [[-2.145734, 1.013234, -0.141277], [-3.538615, 0.665463, -0.027138], [1.389918, -1.060733, -1.251899], [0.892001, -1.506808, 1.116980], [2.457831, 0.571573, 0.424306], [1.220127, -0.330900, 0.077940], [-1.059053, 0.182230, 0.070006], [-1.734297, 2.246327, -0.416723], [-0.856479, 2.911453, -0.646978], [0.131459, 0.567257, -0.066908], [-3.757333, 0.394214, -1.026159], [-3.568290, -0.273551, 0.643216], [-4.239552, 1.309502, 0.476276], [1.497665, -0.517637, -2.204594], [2.324801, -1.705426, -1.251281], [0.569149, -1.591025, -1.346902], [-0.010291, -1.860779, 0.848192], [1.645398, -2.206800, 0.973898], [0.817931, -1.110392, 2.103168], [2.474636, 1.364021, -0.391055], [2.194710, 1.089867, 1.415649], [3.294020, -0.151089, 0.621283]], "forces_ev_per_a": [[2.7, 1.2, 1.1], [-0.2, -3.0, 1.7], [5.0, 1.7, -0.4], [2.2, 3.8, -0.7], [-1.7, -0.4, 1.1], [0.9, -1.1, 0.8], [0.7, -0.7, 0.0], [0.0, -0.5, -0.3], [0.6, 0.7, 0.0], [-3.1, 2.1, -0.4], [-1.6, -0.4, -0.8], [0.0, 1.1, -1.3], [0.1, 0.8, -0.3], [-0.1, 0.7, 0.7], [-1.2, 0.4, 0.3], [-3.9, -3.2, -0.7], [-3.1, -1.5, -0.9], [1.3, -1.5, 0.3], [0.2, 0.2, 0.9], [0.8, -1.2, 1.0], [0.6, -0.6, -1.4], [-0.2, 1.2, -0.7]], "nbo_charge": [0.06, -0.64, -0.60, -0.61, -0.61, 0.09, -0.14, 0.03, 0.08, -0.25, 0.22, 0.24, 0.24, 0.22, 0.21, 0.20, 0.21, 0.20, 0.21, 0.23, 0.21, 0.21], "lumo_energy_ev": 0.51, "multiplicity": 1}

---

# 6
{"formula": "C6H12N4", "method": "ωB97M-V/def2-TZVPD", "elements": ["N", "N", "C", "C", "N", "N", "C", "C", "C", "C", "H", "H", "H", "H", "H", "H", "H", "H", "H", "H", "H", "H"], "positions_angstrom": [[2.868988, -0.408226, 1.255761], [2.991450, 0.857134, 1.503422], [0.887837, 0.475041, 0.722951], [-0.449550, 0.716531, 0.426608], [1.611996, -0.731919, 0.840486], [1.908838, 1.484832, 0.995119], [-1.110315, 2.047821, 0.655162], [-1.360551, -0.463878, 0.252864], [1.312747, -2.100239, 0.252925], [2.060304, 2.881956, 0.497551], [-1.170119, 2.000684, 1.848268], [-2.205251, 1.930419, 0.384018], [-0.594516, 2.880529, 0.126856], [-1.201199, -1.325610, 0.922792], [-2.460474, -0.249779, 0.256724], [-1.257583, -0.876171, -0.681713], [0.992907, -2.809596, 0.914676], [0.444296, -1.773729, -0.495041], [2.109873, -2.567667, -0.321521], [1.664470, 2.999933, -0.461039], [1.482052, 3.562274, 1.066228], [3.115694, 3.111553, 0.678798]], "forces_ev_per_a": [[0.7, 1.0, 1.9], [0.2, -2.7, -2.2], [-1.3, 1.9, -1.3], [2.1, -1.1, 0.5], [0.5, 0.2, -0.2], [-2.2, -0.7, 0.2], [-0.9, -1.1, 2.0], [-1.4, 0.0, 1.4], [-1.3, 4.3, -3.4], [0.6, -1.7, 2.2], [0.3, 1.5, -2.3], [1.4, 0.6, -0.1], [-0.7, -0.3, 1.0], [0.0, 0.5, 0.2], [0.9, 0.3, 0.5], [0.3, -1.1, -2.6], [-1.1, -1.4, 2.2], [2.0, -1.5, 1.5], [0.4, 0.7, 0.0], [0.1, -0.3, -2.0], [-0.6, 0.6, 1.1], [-0.2, 0.0, -0.7]], "nbo_charge": [-0.05, -0.05, 0.31, -0.20, -0.26, -0.26, -0.63, -0.63, -0.39, -0.40, 0.22, 0.22, 0.22, 0.21, 0.22, 0.20, 0.20, 0.22, 0.22, 0.21, 0.20, 0.23], "lumo_energy_ev": 0.89, "multiplicity": 1, "smiles": "CC(C)=C1N(C)N=NN1C"}

---

Sequential E_tot output: -873.0957 -741.2518 -454.6971 -454.6684 -454.6945 -454.6897 hartree